Computed, not measured: a cluster of 2 separate species, C20H26N4O2 in total at a distorted geometry, with the ωB97M-V functional and the def2-TZVPD basis.

```
52
Properties=species:S:1:pos:R:3
N 1.407 2.769 -3.002
C 2.538 -1.357 5.306
H -1.839 -2.970 -0.622
H 3.676 -1.959 2.167
H 1.637 2.249 1.821
C 2.373 0.269 1.311
H -0.068 -3.092 -0.353
H -1.606 -1.385 1.095
C 1.906 1.565 1.028
H 0.035 -0.921 0.566
O -2.298 1.962 -0.904
C -0.888 -2.436 -0.648
H 3.770 -2.896 4.435
H -0.774 1.177 1.686
H -5.402 0.109 -3.687
C 3.207 -1.985 4.255
C -1.536 -0.570 -2.013
H 3.023 1.445 -3.237
C -0.966 -1.193 0.233
H 2.922 -0.821 -1.755
C 1.820 -0.185 5.067
H 2.577 -1.781 6.306
O -3.178 -1.669 -3.411
C 2.135 1.125 -1.320
C -1.861 1.089 -0.162
N -1.503 -0.131 -0.608
H -2.499 0.778 1.856
C 2.436 -0.259 2.698
H 1.269 2.954 -3.996
N 2.733 -0.548 0.303
H -5.947 0.665 -2.087
C 1.769 1.997 -0.289
C -0.668 -1.840 -2.035
C 1.768 0.359 3.779
H -1.053 0.191 -2.626
H 1.299 0.303 5.884
H 1.183 1.262 3.645
C 2.627 -0.134 -0.967
C -2.959 -0.778 -2.595
H -3.674 0.816 -1.604
H 1.376 2.990 -0.495
H 1.423 0.690 -3.285
H 0.380 -1.556 -2.139
C -5.337 -0.071 -2.612
H 1.961 3.507 -2.569
C -1.774 1.391 1.324
H -5.716 -1.072 -2.402
H -0.934 -2.541 -2.826
H -2.001 2.444 1.484
C 3.152 -1.444 2.967
C 2.024 1.458 -2.786
N -3.944 0.030 -2.183
```

Calculated values
- Kohn-Sham gap: 0.330 hartree
- Structure (SMILES): CNC(=O)[C@@H]1CCCN1C(C)=O.NCc1ccc(-c2ccccc2)nc1
- HOMO: -8.654 eV
- M: 354.45 g/mol
- Energy: -31218.6752 eV
- Energy above the lowest of the compared OMol25 structures with the same formula, charge and spin: 24.34 kcal per mole

Computed, not measured: the molecule C20H26N4O3S at a distorted geometry, with the ωB97M-V functional and the def2-TZVPD basis.

```
54
Properties=species:S:1:pos:R:3
C -2.401 -2.885 -1.689
C 3.015 5.189 2.805
H -2.388 -5.605 -1.312
N 2.141 3.191 -0.022
C -0.675 1.070 -0.652
H 2.049 6.929 3.560
O -0.998 -0.552 2.282
C 3.194 2.613 0.444
H -2.586 0.132 -1.020
C -1.054 -4.686 0.105
H 0.288 6.976 1.871
C 2.034 6.166 2.797
C 2.942 4.244 1.803
C -1.276 -1.299 -0.036
C 0.241 -1.583 -0.025
H -0.895 1.412 0.364
H 3.794 5.164 3.548
H 2.138 -0.585 0.112
N -3.081 -0.708 1.449
H 0.517 -2.028 -0.983
C 0.956 5.245 0.828
H -0.847 1.886 -1.355
N -2.131 -2.448 -0.334
C 1.932 4.259 0.821
H -1.124 -5.525 0.799
C 2.980 0.943 -1.711
C -1.419 -3.926 -2.237
H -0.417 -3.500 -2.310
O 3.749 3.173 1.545
C -1.400 -5.137 -1.310
H 0.185 5.258 0.076
H -0.026 -4.322 0.124
H -1.732 -4.219 -3.241
N 0.724 0.712 -0.730
H -0.677 -5.877 -1.660
C 1.085 -0.323 0.207
H -1.242 -0.443 -2.026
C 1.489 1.277 -1.679
C -1.530 -0.141 -1.018
S 3.941 1.191 -0.179
H 3.423 1.575 -2.481
C 1.029 6.192 1.831
H -3.650 -1.122 0.730
C -1.739 -0.825 1.364
H -1.729 -3.228 1.555
H 3.137 -0.104 -1.977
H -2.454 -2.026 -2.355
H -3.022 -4.028 0.646
O 1.040 1.989 -2.556
C -2.019 -3.585 0.565
H 0.907 0.040 1.223
H -3.494 -0.485 2.340
H 0.476 -2.285 0.775
H -3.399 -3.344 -1.668
```

Calculated values
- Kohn-Sham gap: 0.323 hartree
- Structure (SMILES): NC(=O)C1(N2CCCCC2)CCN(C(=O)CSc2nc3ccccc3o2)CC1
- HOMO: -8.214 eV
- M: 402.52 g/mol
- Energy: -44101.3178 eV
- Energy above the lowest of the compared OMol25 structures with the same formula, charge and spin: 28.76 kcal per mole

Computed, not measured: the molecule C20H26N4O5, with the ωB97M-V functional and the def2-TZVPD basis.

```
55
Properties=species:S:1:pos:R:3
H 4.050 0.903 -2.312
H -2.837 -0.396 -2.222
C -5.155 1.807 -0.898
C -0.041 -2.545 0.344
C 3.566 -1.037 -1.462
C -2.216 -3.512 0.146
C -3.564 -0.034 -1.491
H 3.130 2.814 1.677
C -4.211 1.269 -1.973
O 0.785 -1.457 2.417
H -0.424 -3.400 -1.579
C 2.083 -1.426 0.509
C -0.465 -1.455 3.068
C -3.757 0.649 0.816
H -0.817 -2.468 3.274
C 0.895 -1.827 1.111
N -2.879 0.158 -0.229
O -1.215 -2.933 0.943
H 4.361 -0.899 -0.729
C -0.936 1.248 0.487
O 0.478 0.376 -1.813
N -1.618 0.593 -0.379
H -3.626 2.737 0.306
C 0.470 1.492 0.268
H -0.294 -0.927 4.006
H -3.070 -3.649 0.809
C -4.404 1.978 0.421
H -5.083 2.306 1.209
H -3.195 0.742 1.747
C 0.271 -2.836 -0.978
H -4.528 -0.114 0.961
H -4.752 1.090 -2.902
O 4.459 1.866 -0.168
H -1.320 1.629 1.430
H -1.218 -0.923 2.484
C 1.452 -2.411 -1.559
H 2.778 -0.875 1.126
N 2.475 1.119 -0.993
H -5.577 2.762 -1.216
H 2.481 0.234 -2.859
O 0.759 2.701 2.293
N 2.569 2.325 0.989
C 2.372 -1.684 -0.822
H 1.643 -2.635 -2.597
C 1.125 0.991 -0.836
H -2.500 -2.854 -0.681
H -4.333 -0.798 -1.343
C 3.161 0.344 -2.016
H 3.946 -1.640 -2.287
H -3.425 2.001 -2.170
H -1.908 -4.487 -0.247
C 1.208 2.209 1.279
H -5.981 1.106 -0.756
H -0.481 0.299 -1.500
C 3.259 1.775 -0.056
```

Calculated values
- Kohn-Sham gap: 0.300 hartree
- Structure (SMILES): COc1ccc(CCn2c(O)c(/C=N/N3CCCCC3)c(=O)[nH]c2=O)cc1OC
- HOMO: -7.552 eV
- M: 402.45 g/mol
- Energy: -37360.1930 eV
- Energy above the lowest of the compared OMol25 structures with the same formula, charge and spin: 67.07 kcal per mole

Computed, not measured: the ion C20H26NO with charge +1, with the ωB97M-V functional and the def2-TZVPD basis.

```
48
Properties=species:S:1:pos:R:3
C 0.516 -5.626 0.592
H -0.375 -7.205 1.653
H 0.604 -7.678 0.183
H -0.902 3.246 -2.781
C 1.752 5.326 1.411
H -1.841 -4.691 -0.671
H -0.589 -4.870 2.266
C -0.418 3.782 -1.966
H -0.698 -1.638 -1.642
C -1.098 1.710 0.204
C 1.142 4.820 0.275
C 1.882 2.629 0.865
H 0.093 4.643 -2.388
C 0.229 -6.894 0.817
N -0.703 -3.496 0.670
H -2.600 -2.519 -1.405
H 1.144 -5.339 -0.242
H 3.021 2.466 2.665
H -1.204 2.649 0.725
H 0.625 5.500 -0.383
H 1.938 1.568 0.655
C 0.053 -4.498 1.466
H 2.295 3.466 -2.406
H -3.868 -2.940 -0.246
C -2.799 -2.738 -0.353
C -1.857 0.632 0.602
C -0.193 1.612 -0.854
H 2.412 1.812 -1.823
C 1.730 2.553 -2.235
H -2.560 0.711 1.414
H -0.958 -2.661 1.234
C -1.998 -3.971 0.132
C -1.725 -0.588 -0.052
H -1.188 4.126 -1.280
H 2.904 4.882 3.161
C -0.823 -0.711 -1.095
H -2.533 -4.460 0.947
H 0.915 -3.994 1.913
O -2.490 -1.637 0.468
H 1.354 2.206 -3.194
H 1.699 6.384 1.617
H 0.606 0.266 -2.320
C 2.492 3.131 1.998
H -0.112 -3.158 -0.103
C 1.195 3.464 -0.012
C -0.077 0.389 -1.495
C 2.428 4.486 2.277
C 0.580 2.851 -1.263
```

Calculated values
- Kohn-Sham gap: 0.302 hartree
- Structure (SMILES): C=CC[NH2+]CCOc1ccc(C(C)(C)c2ccccc2)cc1
- HOMO: -10.991 eV
- M: 296.43 g/mol
- Energy: -24692.6295 eV
- Energy above the lowest of the compared OMol25 structures with the same formula, charge and spin: 32.58 kcal per mole
- Total charge: +1

Computed, not measured: a cluster of 3 separate species, C20H27BNO8PS4 in total at a distorted geometry, with the ωB97M-V functional and the def2-TZVPD basis.

```
62
Properties=species:S:1:pos:R:3
N -3.050 1.387 -2.724
H 3.921 3.274 4.916
O 1.867 0.291 4.565
H 1.959 -2.257 3.625
C -0.853 -0.018 -2.626
H 2.972 4.416 2.967
H 1.370 4.449 3.713
C 2.297 3.873 3.629
H -0.285 -4.008 4.224
C -4.176 -2.407 -3.113
H 2.973 4.604 5.573
H 2.526 0.277 -6.084
H -1.644 -2.685 1.816
H 1.291 2.475 2.267
S -1.849 -1.326 -1.797
S 0.709 -2.855 1.706
S 4.321 0.138 -2.711
O 1.580 -4.009 1.721
C 2.031 2.650 5.757
S 1.293 1.615 4.495
H 1.319 -0.824 2.786
C 0.579 -0.201 -2.925
C 1.996 2.477 3.097
H -3.737 -3.391 -2.782
P 3.138 0.777 -4.091
B 1.266 -1.600 -2.516
C -5.078 0.307 -3.920
O 0.565 -2.018 0.533
C -0.843 2.272 -3.697
H -1.860 -3.204 4.215
C -0.913 -3.361 2.263
H -5.949 -3.230 -4.183
H -3.229 1.592 -1.731
C 0.598 2.111 -3.987
H -1.110 -4.386 1.950
C -5.845 -0.923 -4.293
O 3.595 2.380 -4.421
C -0.861 -3.193 3.776
C -3.424 -1.198 -2.746
O 1.500 -1.858 -1.150
O 1.669 -2.583 -3.467
H 1.141 2.926 -4.528
H -0.816 -1.035 3.755
H -5.450 1.316 -4.249
C 1.350 0.860 -3.617
O -0.133 1.832 4.497
H 2.618 2.030 6.434
H 1.000 -2.541 -4.178
C 2.906 3.667 5.019
H 3.725 2.742 -3.516
C -0.148 -1.859 4.021
H -6.767 -0.810 -4.919
H 1.487 -2.831 -1.050
H 0.125 -1.734 5.070
O 3.308 -0.017 -5.561
C 1.092 -1.829 3.123
H 1.225 3.139 6.306
C -5.420 -2.281 -3.910
H -1.327 3.223 -4.033
C -1.633 1.218 -2.991
H 2.913 1.958 2.813
C -3.824 0.197 -3.115
```

Calculated values
- Kohn-Sham gap: 0.306 hartree
- Structure (SMILES): OB(O)c1c(P(O)(O)=S)ccc2c1Sc1ccccc1N2.O=S1(=O)CCCC1.O=S1(=O)CCCC1
- HOMO: -8.377 eV
- M: 579.49 g/mol
- Energy: -92354.0311 eV

Computed, not measured: a structure of composition C20H27CdN2O3PS at a distorted geometry, with the ωB97M-V functional and the def2-TZVPD basis.

```
55
Properties=species:S:1:pos:R:3
H 1.917 -2.337 0.564
C -0.944 0.683 -1.633
C -0.969 -2.007 3.578
O -0.246 -2.890 1.548
N -0.435 -0.616 1.653
H -1.622 0.327 5.968
C -1.478 -0.651 5.526
H -2.918 0.852 -5.044
C 1.819 -0.799 -2.420
C -1.348 -3.076 5.713
H 1.005 -0.413 -3.050
C -1.181 -0.788 4.173
H -2.564 -1.341 -3.901
C 1.963 3.853 -0.152
H -0.941 3.508 -0.846
C -0.425 3.134 -1.751
C 2.356 -1.829 -0.307
C -1.561 -1.815 6.304
H 1.612 0.581 1.163
H -1.775 -1.742 7.362
H 2.560 -0.007 -2.243
P 1.235 2.509 -1.180
H 2.310 -1.652 -2.933
C -0.571 -1.894 2.148
H 1.284 4.052 0.693
H -0.859 -4.145 3.897
H -1.397 -3.969 6.322
C 0.216 -2.289 -1.367
H -1.954 2.936 -4.053
C 2.235 2.598 -2.735
S -0.937 0.445 2.974
H 2.888 -2.575 -0.914
H -1.773 -2.622 -2.089
H 2.929 3.513 0.256
C -1.830 1.976 -3.538
H 3.270 2.265 -2.548
C -1.049 -3.177 4.343
H 3.064 -1.045 0.032
H -0.227 1.742 0.833
H 1.775 1.943 -3.492
H 0.545 -2.860 -2.258
H -1.702 -1.759 -0.544
N 1.262 -1.234 -1.117
H 0.249 -2.984 -0.513
C -2.168 -0.421 -3.453
C -2.365 0.807 -4.099
C -1.122 1.913 -2.324
H 2.115 4.776 -0.738
C -1.247 -1.818 -1.544
Cd 0.444 0.599 0.000
O 0.240 1.417 3.159
C -1.465 -0.488 -2.233
O -2.140 1.210 2.403
H 2.252 3.634 -3.119
H -0.338 3.968 -2.472
```

Calculated values
- Kohn-Sham gap (spin up / spin down): 0.227 / 0.227 hartree
- HOMO (spin up / spin down): -7.441 / -7.516 eV
- M: 518.90 g/mol
- Energy: -54981.9106 eV
- Energy above the lowest of the compared OMol25 structures with the same formula, charge and spin: 29.56 kcal per mole

Computed, not measured: a structure of composition C20H27CoN4O4S3 at a distorted geometry, with the ωB97M-V functional and the def2-TZVPD basis.

```
59
Properties=species:S:1:pos:R:3
C 4.750 0.034 0.758
H -0.292 -1.398 -4.820
N -3.224 4.733 -1.964
C -3.276 0.124 2.460
H -0.643 0.311 -3.239
O 2.087 -0.196 0.225
N -0.314 -2.411 -2.958
C -0.659 -3.670 -2.319
H -1.796 1.664 2.236
H 2.625 0.937 -2.672
S 0.752 0.315 1.851
H 4.506 1.891 -2.081
H 5.939 1.288 -1.233
H 0.128 0.497 4.260
C 0.312 0.007 -2.798
H 1.035 -0.109 -3.612
H 5.766 -0.286 0.511
H 4.190 -0.836 1.113
H 1.568 -0.610 3.951
H -0.955 -0.449 0.051
Co 0.384 0.297 -0.388
C 2.748 0.479 -0.562
H -2.642 -3.224 2.350
C -2.514 3.976 -1.433
C -1.648 3.076 -0.744
H -0.570 -3.146 -4.897
O 0.210 -1.492 -0.916
S -1.010 1.668 -1.532
C -0.918 -0.304 2.090
H -0.388 -4.498 -2.980
C 0.071 -1.352 -2.129
N 4.133 0.628 -0.417
H -1.860 -2.059 -4.302
O 1.005 1.831 1.771
H -0.134 -3.798 -1.368
N -1.948 5.152 2.088
H -1.738 -3.684 -2.134
C -4.916 -1.777 2.718
C 2.092 1.206 -1.753
C -1.978 0.599 2.256
C 4.914 1.647 -1.099
H 1.755 1.142 3.935
C -3.529 -1.257 2.496
H 4.920 2.551 -0.483
C -1.249 3.207 0.524
H -5.226 -2.396 1.849
C -0.781 -2.238 -4.324
H -0.349 -2.382 1.994
H 4.783 0.784 1.554
H 2.256 2.276 -1.579
S -0.195 1.935 1.057
C 1.049 0.328 3.664
H -4.083 0.835 2.592
C -2.463 -2.156 2.324
O 0.692 1.071 -1.940
C -1.622 4.268 1.400
C -1.164 -1.679 2.120
H -5.647 -0.949 2.839
H -4.939 -2.401 3.636
```

Calculated values
- Multiplicity: 4
- Kohn-Sham gap (spin up / spin down): 0.114 / 0.148 hartree
- HOMO (spin up / spin down): -1.051 / -1.959 eV
- M: 542.59 g/mol
- Energy: -105438.8626 eV
- Energy above the lowest of the compared OMol25 structures with the same formula, charge and spin: 237.20 kcal per mole
- Total charge: -1

Computed, not measured: the molecule C20H27FN4O, with the ωB97M-V functional and the def2-TZVPD basis.

```
53
Properties=species:S:1:pos:R:3
H -3.140 -5.753 -4.517
H 2.408 -1.806 1.232
H -3.648 -5.499 -2.114
H -1.704 -1.011 -1.460
H -1.323 3.740 0.626
C -1.833 -4.065 -4.570
H 1.973 -1.857 -1.786
C 2.105 3.400 2.631
O 0.189 2.122 -0.098
C -0.927 -1.751 -1.678
C -2.407 -3.777 -1.875
C -2.190 3.054 2.485
H -1.104 -0.599 0.647
C 1.641 0.338 2.651
H 3.152 -0.707 0.059
H 2.015 6.319 4.465
N 0.505 4.926 2.956
C -2.694 -4.952 -3.949
C 1.757 4.609 3.252
F -0.423 -2.193 -4.449
C -1.541 -2.871 -2.475
C 0.971 3.012 1.932
H 0.542 -3.834 -1.332
C -1.271 -3.045 -3.825
C -2.978 -4.807 -2.600
H -1.660 5.040 1.807
H -1.853 2.028 2.348
N 0.048 3.981 2.148
C 2.259 -1.297 0.277
H 1.232 -0.627 2.951
C 1.033 -0.389 0.349
N 1.168 0.676 1.331
C -1.313 4.012 1.684
C 2.032 -2.345 -0.812
C -0.225 -1.246 0.604
H 2.945 4.904 4.994
H 1.313 1.089 3.368
C 2.598 5.466 4.128
H -2.149 3.299 3.544
H 3.471 5.824 3.584
H -3.220 3.127 2.148
C 0.734 1.911 0.977
N -0.435 -2.259 -0.406
H 2.732 0.279 2.680
H -0.130 -1.764 1.565
H 0.835 -3.665 0.405
H 3.053 2.904 2.665
C 0.733 -3.112 -0.535
H 2.868 -3.046 -0.840
H 0.905 0.122 -0.612
H -2.615 -3.660 -0.823
H -1.590 -4.153 -5.617
H -0.155 -1.251 -2.280
```

Calculated values
- Kohn-Sham gap: 0.332 hartree
- Structure (SMILES): CCn1nc(C)cc1C(=O)N(C)[C@H]1CCCN(Cc2ccccc2F)C1
- HOMO: -8.323 eV
- M: 358.46 g/mol
- Energy: -31903.9642 eV
- Energy above the lowest of the compared OMol25 structures with the same formula, charge and spin: 0.00 kcal per mole